Entry 1:
{"formula": "C33H27FeN4O5S", "method": "ωB97M-V/def2-TZVPD", "symbols": ["Fe", "O", "C", "C", "C", "C", "C", "C", "C", "N", "C", "C", "N", "C", "C", "C", "C", "C", "C", "C", "O", "H", "H", "H", "H", "H", "H", "H", "H", "H", "H", "H", "H", "H", "H", "C", "C", "C", "C", "C", "C", "C", "S", "O", "O", "N", "C", "C", "C", "C", "C", "C", "C", "C", "N", "C", "H", "H", "H", "H", "H", "H", "H", "H", "H", "H", "H", "H", "H", "O", "C"], "coordinates": [[-0.70871, -0.31871, -0.67093], [-0.08191, 0.33859, -2.27863], [-0.39921, 1.37659, -2.97403], [-0.34161, 1.27939, -4.37283], [-0.54321, 2.37269, -5.19553], [-0.82211, 3.61619, -4.63913], [-0.91571, 3.75019, -3.27283], [-0.72491, 2.66259, -2.39223], [-0.78241, 2.88329, -1.01923], [-0.89141, 1.86729, -0.06753], [-0.38061, 2.04979, 1.28477], [-0.97421, 0.85569, 2.04967], [-1.87661, 0.25839, 1.08047], [-2.86961, -0.65191, 1.43097], [-3.71411, -1.21331, 0.48617], [-4.82911, -1.97511, 0.92117], [-5.74131, -2.49261, 0.04087], [-5.59621, -2.25591, -1.32883], [-4.50621, -1.56141, -1.80533], [-3.49351, -1.08791, -0.94883], [-2.37831, -0.68481, -1.47303], [-0.08681, 0.31269, -4.78103], [-0.46351, 2.25709, -6.26603], [-0.95441, 4.47839, -5.27443], [-1.15211, 4.70979, -2.84153], [-0.78301, 3.89819, -0.64283], [-0.73341, 3.00559, 1.68937], [0.70669, 2.05809, 1.27407], [-1.52661, 1.17679, 2.94067], [-0.20351, 0.14189, 2.34637], [-2.98131, -0.86481, 2.48347], [-4.95471, -2.11591, 1.98447], [-6.57821, -3.07111, 0.40217], [-6.32811, -2.64331, -2.02073], [-4.36641, -1.39481, -2.86193], [4.81829, 2.84349, 4.71117], [4.18599, 2.28679, 3.46767], [3.31649, 1.20089, 3.54047], [2.73189, 0.67209, 2.39977], [3.00229, 1.24109, 1.16747], [3.84059, 2.33899, 1.08257], [4.44259, 2.84709, 2.22017], [2.19529, 0.75909, -0.38673], [1.57589, 1.98189, -0.80803], [3.17699, 0.20119, -1.27093], [1.05849, -0.34401, 0.04917], [1.52629, -1.63281, 0.08377], [2.84619, -1.98491, 0.35367], [3.26869, -3.30981, 0.27447], [2.39839, -4.31791, -0.04773], [1.04229, -4.02211, -0.25773], [0.08779, -5.01531, -0.55663], [-1.21861, -4.63841, -0.73773], [-1.56591, -3.29821, -0.58663], [-0.70381, -2.33611, -0.29593], [0.59849, -2.67321, -0.16243], [5.07429, 2.04459, 5.40437], [4.12539, 3.51509, 5.22267], [5.71579, 3.41209, 4.47527], [3.09529, 0.77629, 4.50957], [2.07829, -0.18701, 2.46297], [3.99489, 2.77689, 0.10917], [5.10959, 3.69359, 2.14057], [3.56899, -1.22201, 0.58257], [4.30729, -3.53431, 0.45917], [2.73349, -5.33741, -0.15233], [0.39219, -6.04891, -0.62633], [-1.99431, -5.35171, -0.96703], [-2.59591, -3.00741, -0.69643], [-3.14961, 1.47109, -0.48973], [-2.10361, 1.18159, 0.03827]], "lowdin_charge": [0.774, -0.143, -0.320, -0.013, -0.098, -0.116, -0.044, -0.147, -0.027, -0.066, -0.079, -0.076, -0.045, 0.076, -0.146, -0.030, -0.082, -0.050, 0.016, -0.330, -0.078, 0.110, 0.095, 0.091, 0.104, 0.131, 0.139, 0.089, 0.135, 0.111, 0.144, 0.115, 0.104, 0.110, 0.129, -0.051, -0.273, -0.034, -0.078, -0.274, -0.046, -0.027, 0.653, -0.276, -0.261, -0.180, -0.264, -0.024, -0.056, -0.046, -0.147, 0.011, -0.028, -0.072, 0.075, -0.131, 0.078, 0.085, 0.076, 0.112, 0.100, 0.120, 0.114, 0.097, 0.109, 0.108, 0.120, 0.109, 0.097, 0.152, -0.533], "multiplicity": 6, "charge": 0, "orbital_gap_ev": [4.1, 5.5], "s2": 8.948}

=====

Entry 2:
{"formula": "C33H27HoN14O4S", "method": "ωB97M-V/def2-TZVPD", "symbols": ["Ho", "O", "C", "C", "C", "C", "C", "C", "C", "N", "N", "C", "O", "C", "C", "C", "C", "C", "C", "H", "H", "H", "H", "H", "H", "H", "H", "H", "H", "N", "C", "N", "N", "N", "N", "C", "N", "N", "N", "N", "H", "N", "H", "H", "H", "S", "C", "C", "C", "N", "C", "C", "C", "C", "C", "N", "C", "C", "H", "H", "H", "H", "H", "H", "H", "H", "O", "C", "O", "C", "C", "C", "C", "C", "C", "H", "H", "H", "H", "H"], "coordinates": [[-0.47940, 0.06041, -0.27571], [-0.68366, 2.27904, -0.41804], [-1.25811, 3.07038, -1.26085], [-0.65955, 4.29511, -1.63667], [-1.27303, 5.15520, -2.52358], [-2.51679, 4.85414, -3.07834], [-3.12119, 3.66112, -2.71948], [-2.52508, 2.76638, -1.83460], [-3.24341, 1.53938, -1.52159], [-2.78987, 0.58962, -0.79575], [-3.70440, -0.45939, -0.60618], [-3.09477, -1.56801, -0.30883], [-1.82705, -1.79012, -0.26029], [-3.98953, -2.72434, 0.04067], [-5.36349, -2.57248, 0.20834], [-6.15106, -3.66169, 0.54245], [-5.58130, -4.91962, 0.70370], [-4.21472, -5.07880, 0.52665], [-3.42398, -3.98551, 0.19919], [0.30612, 4.52863, -1.20375], [-0.77539, 6.08219, -2.79198], [-2.99441, 5.52837, -3.77745], [-4.08414, 3.39269, -3.14302], [-4.24810, 1.42626, -1.93322], [-5.78705, -1.58644, 0.07871], [-7.21817, -3.52926, 0.67952], [-6.20066, -5.76947, 0.96622], [-3.75929, -6.05483, 0.64695], [-2.35622, -4.08426, 0.05655], [1.20227, -2.11157, -3.13356], [0.11968, -1.30404, -3.44749], [-0.47507, -1.40273, -4.62450], [-1.46184, -0.48071, -4.56244], [-1.44983, 0.11638, -3.43277], [-0.42761, -0.37323, -2.66176], [2.06793, -1.85421, -2.08750], [3.36225, -2.15281, -2.15669], [3.84186, -1.77026, -0.95861], [2.89610, -1.27284, -0.24159], [1.72340, -1.30715, -0.92880], [1.63989, -2.53130, -3.93554], [1.12751, -0.47120, 1.77847], [0.79027, -1.32594, 2.20608], [1.07697, 0.25707, 2.48442], [2.08223, -0.62898, 1.46021], [5.87565, 3.52315, -1.33344], [4.26055, 2.79366, -1.15961], [3.71560, 2.07806, -2.21085], [2.50289, 1.43396, -2.01073], [1.85141, 1.47599, -0.85903], [2.34656, 2.21441, 0.12887], [3.55103, 2.89043, 0.02924], [6.80179, 2.31576, -0.40896], [6.88342, 0.99245, -0.81871], [7.61676, 0.10400, -0.04884], [8.27837, 0.44846, 1.05523], [8.18835, 1.71803, 1.43817], [7.46174, 2.68141, 0.75599], [4.23149, 1.99232, -3.15688], [2.05184, 0.83019, -2.78952], [1.75458, 2.26621, 1.03525], [3.93551, 3.45867, 0.86499], [6.35863, 0.64767, -1.69918], [7.66751, -0.93889, -0.33683], [8.71507, 1.98400, 2.34857], [7.40963, 3.69719, 1.12337], [-0.75432, 0.98834, 3.85975], [-1.38715, 0.23792, 3.09904], [-1.42337, 0.31409, 1.83859], [-2.18594, -0.88789, 3.73704], [-2.50857, -2.03308, 3.02329], [-3.19917, -3.07074, 3.63777], [-3.58686, -2.96064, 4.96439], [-3.27260, -1.81075, 5.68223], [-2.56666, -0.78638, 5.07343], [-2.22263, -2.09668, 1.98214], [-3.44986, -3.95763, 3.06714], [-4.13374, -3.76722, 5.43960], [-3.57835, -1.71645, 6.71827], [-2.28749, 0.10884, 5.61266]], "lowdin_charge": [1.567, -0.229, -0.369, -0.030, -0.126, -0.137, -0.070, -0.156, -0.101, -0.080, 0.082, -0.503, -0.212, -0.145, -0.031, -0.101, -0.122, -0.109, -0.041, 0.100, 0.086, 0.077, 0.101, 0.119, 0.102, 0.090, 0.086, 0.093, 0.117, 0.122, -0.504, 0.004, -0.109, -0.069, -0.071, -0.520, 0.005, -0.111, -0.123, -0.047, 0.119, 0.011, 0.048, 0.025, -0.012, 0.961, -0.530, -0.070, -0.112, 0.021, -0.121, -0.061, -0.524, -0.065, -0.135, 0.049, -0.166, -0.098, 0.105, 0.108, 0.116, 0.106, 0.109, 0.107, 0.097, 0.095, -0.012, -0.637, -0.163, -0.117, -0.006, -0.075, -0.114, -0.109, -0.039, 0.088, 0.088, 0.087, 0.086, 0.106], "multiplicity": 5, "charge": -2, "orbital_gap_ev": [6.1, 6.1], "relative_energy_ev": 0.000, "s2": 6.003}

=====

Entry 3:
{"formula": "C33H28As2NO4W", "method": "ωB97M-V/def2-TZVPD", "symbols": ["W", "O", "C", "C", "C", "C", "C", "C", "C", "O", "N", "O", "O", "H", "H", "H", "H", "C", "C", "As", "C", "C", "C", "C", "C", "C", "C", "C", "C", "C", "C", "C", "As", "C", "C", "C", "C", "C", "C", "C", "C", "C", "C", "C", "C", "H", "H", "H", "H", "H", "H", "H", "H", "H", "H", "H", "H", "H", "H", "H", "H", "H", "H", "H", "H", "H", "H", "H", "H"], "coordinates": [[-0.08586, 0.87254, 0.47368], [-2.09419, 0.93357, 0.02376], [-3.08840, 0.62163, 0.75376], [-3.03133, -0.09985, 1.95380], [-4.24628, -0.45802, 2.58218], [-4.19657, -1.23587, 3.70227], [-2.99122, -1.68667, 4.23730], [-1.78788, -1.33555, 3.64346], [-1.80395, -0.53277, 2.51829], [-0.63748, -0.16575, 1.94893], [-5.47086, -1.62205, 4.36405], [-6.48051, -1.18017, 3.87041], [-5.37482, -2.33340, 5.33195], [-4.06154, 0.94513, 0.38127], [-5.20515, -0.14169, 2.18914], [-3.01783, -2.31105, 5.12179], [-0.84158, -1.66513, 4.04983], [2.43137, 0.95543, -2.45329], [3.10923, 0.16236, -1.33448], [1.82193, -0.75117, -0.18247], [1.02745, -2.11144, -1.26564], [-0.29924, -2.47322, -1.02862], [-0.88428, -3.46657, -1.79788], [-0.14958, -4.09157, -2.79799], [1.17207, -3.73479, -3.02817], [1.76837, -2.74424, -2.26165], [2.77338, -1.49188, 1.29686], [2.50282, -2.80043, 1.68766], [3.19837, -3.33892, 2.76063], [4.14586, -2.57613, 3.43022], [4.40937, -1.26931, 3.03666], [3.72111, -0.71854, 1.96752], [0.67685, 1.61421, -1.91821], [-0.36433, 2.36714, -3.31147], [-1.54141, 1.70469, -3.66531], [-2.29613, 2.20434, -4.71469], [-1.87686, 3.34448, -5.38855], [-0.70359, 3.99720, -5.02747], [0.06834, 3.51075, -3.98552], [0.78690, 2.84649, -0.41874], [-0.44463, 3.42849, -0.07031], [-0.74028, 3.77139, 1.26984], [0.08676, 3.33851, 2.28708], [1.26621, 2.63408, 1.96937], [1.66750, 2.48526, 0.63846], [2.19591, 0.31945, -3.30924], [3.04523, 1.78206, -2.81075], [3.74801, 0.78809, -0.71293], [3.76159, -0.60982, -1.74437], [-0.86901, -2.00746, -0.22908], [-1.90796, -3.76436, -1.61510], [-0.60997, -4.86815, -3.39374], [1.74443, -4.23395, -3.79816], [2.80807, -2.49454, -2.43422], [1.78022, -3.40255, 1.14944], [3.01124, -4.35999, 3.06403], [4.69296, -3.00553, 4.25870], [5.16038, -0.68852, 3.55466], [3.95214, 0.29519, 1.65520], [-1.85783, 0.81163, -3.13893], [-3.20766, 1.70411, -5.01155], [-2.46975, 3.72761, -6.20836], [-0.38687, 4.88244, -5.56172], [0.98787, 4.01345, -3.70984], [-1.18282, 3.60182, -0.84737], [-1.64697, 4.31491, 1.50463], [-0.18323, 3.51791, 3.31983], [1.90364, 2.26218, 2.76291], [2.61230, 2.01249, 0.41626]], "lowdin_charge": [1.386, -0.170, -0.067, -0.110, 0.105, -0.086, 0.099, 0.059, -0.256, -0.258, -0.343, 0.130, 0.142, 0.169, 0.151, 0.149, 0.143, -0.331, -0.364, 1.229, -0.397, -0.124, -0.046, -0.025, -0.031, -0.081, -0.379, -0.086, -0.038, -0.027, -0.045, -0.111, 1.297, -0.404, -0.105, -0.040, -0.018, -0.033, -0.084, -0.425, -0.091, 0.008, -0.002, -0.047, -0.203, 0.092, 0.101, 0.070, 0.093, 0.078, 0.121, 0.128, 0.128, 0.109, 0.108, 0.125, 0.128, 0.124, 0.094, 0.100, 0.125, 0.130, 0.128, 0.116, 0.135, 0.147, 0.147, 0.144, 0.088], "multiplicity": 3, "charge": 3, "orbital_gap_ev": [6.4, 6.4], "relative_energy_ev": 0.279, "s2": 2.026}

=====

no.,largest force on an atom (eV/A)
1,3.88
2,1.19
3,1.77